DFT (ωB97M-V/def2-TZVPD) results for a molecular structure, C47H49BGaN10SbSe2.

```
111
Properties=species:S:1:pos:R:3:forces:R:3
Ga 1.17052 -0.90403 1.76232 0.20 0.07 0.24
C -1.58028 -2.72266 -0.08977 0.03 -0.10 -0.07
C -1.81230 -1.56856 0.82212 0.01 -0.02 0.09
C -3.03906 -0.98679 1.11189 -0.04 -0.02 0.12
C -2.76396 0.03018 2.00575 0.05 -0.13 0.11
N -1.44690 0.06069 2.22179 -0.10 -0.08 0.02
N -0.84234 -0.92713 1.50451 -0.02 0.08 -0.06
B -0.68768 1.08778 3.12111 0.20 0.03 0.01
N 0.34483 1.81551 2.20341 -0.05 -0.05 -0.08
C 0.62339 3.11285 2.04056 -0.01 0.03 0.08
C 1.54195 3.24754 1.02028 -0.02 0.02 -0.02
C 1.80960 1.95144 0.58960 0.05 0.03 0.11
C 2.73469 1.55220 -0.50565 0.06 -0.06 0.00
N 1.09426 1.08581 1.32730 -0.08 -0.03 -0.17
N 0.13717 0.29045 4.16416 -0.06 -0.07 0.09
C 0.22295 0.39052 5.49175 0.06 0.02 0.00
C 1.18219 -0.49940 5.94363 -0.06 -0.02 -0.04
C 1.65830 -1.14580 4.81182 0.02 0.07 -0.03
C 2.71834 -2.19510 4.74795 0.05 -0.01 0.01
N 1.01790 -0.65753 3.72658 -0.06 -0.07 0.04
N -1.65776 2.03339 3.73193 -0.06 0.08 0.01
C -2.32936 3.07801 3.15726 -0.10 0.01 -0.02
C -3.41509 3.36021 3.93320 0.08 -0.01 -0.07
C -3.36700 2.41369 4.98982 0.01 0.04 -0.04
C -4.30627 2.27151 6.13500 -0.03 -0.02 0.07
N -2.32777 1.61688 4.84975 0.00 -0.09 0.05
H -2.53817 -3.13585 -0.39913 0.00 0.03 -0.02
H -1.02080 -3.52872 0.38548 -0.05 0.04 0.01
H -1.05416 -2.41860 -1.00031 0.04 -0.01 0.00
H -4.00201 -1.28777 0.73780 -0.01 0.00 -0.01
H -3.41324 0.72271 2.51691 -0.05 0.01 -0.02
H 0.16445 3.85930 2.66704 -0.01 0.00 -0.01
H 1.96246 4.16186 0.63891 0.00 0.00 -0.01
H 3.74727 1.90230 -0.29813 0.00 -0.01 0.00
H 2.41816 2.00446 -1.44711 0.00 0.02 0.02
H 2.77294 0.47423 -0.64212 -0.03 0.00 0.00
H -0.42026 1.07360 6.01829 0.01 -0.01 0.03
H 1.48541 -0.66367 6.96283 0.01 -0.01 0.01
H 2.34973 -3.14996 5.12568 -0.01 0.01 0.02
H 3.55411 -1.90883 5.38556 0.01 0.00 -0.01
H 3.09647 -2.35135 3.73952 0.00 0.00 -0.01
H -2.00009 3.54074 2.24152 0.02 0.02 0.02
H -4.13545 4.14634 3.78585 -0.01 0.01 0.01
H -4.40196 3.21410 6.67283 0.00 0.00 0.01
H -3.95057 1.50984 6.82488 0.00 -0.01 0.00
H -5.30085 1.98931 5.78916 -0.01 0.01 0.00
Se 4.16080 -2.16440 -0.45904 -0.04 -0.02 0.05
Se 1.86411 -2.18806 -0.63590 -0.03 -0.12 -0.16
C 1.49874 -3.54826 0.66501 -0.01 0.08 0.07
C 1.48873 -4.90572 0.43920 -0.01 -0.05 0.04
C 1.06941 -5.72558 1.48511 0.03 0.03 -0.05
C 0.65991 -5.15491 2.68038 -0.02 0.01 0.01
C 0.71180 -3.77906 2.82320 -0.02 -0.03 0.05
N 1.15141 -2.99449 1.83509 0.08 0.06 -0.11
C 4.37310 -1.07375 1.11269 0.11 -0.01 -0.07
C 5.70866 -0.78533 1.37819 -0.08 0.01 0.03
C 6.01317 0.09295 2.39819 0.00 -0.01 -0.01
C 4.96740 0.68331 3.09752 0.00 0.01 0.01
C 3.67911 0.32912 2.78092 -0.03 0.02 0.02
N 3.36326 -0.57297 1.82131 -0.05 -0.02 -0.02
H 1.78245 -5.31815 -0.51569 0.00 0.02 -0.01
H 1.04356 -6.79924 1.35418 0.00 -0.01 0.00
H 0.30237 -5.76480 3.49785 0.00 0.00 0.00
H 0.39439 -3.28042 3.72924 -0.01 -0.01 -0.01
H 6.49287 -1.22894 0.77801 0.00 -0.02 -0.01
H 7.04357 0.33088 2.62590 0.00 0.01 0.01
H 5.14435 1.40608 3.88079 0.01 0.00 0.00
H 2.84906 0.77299 3.31030 0.00 0.00 0.01
C 2.49966 0.32998 -4.02169 0.08 0.00 0.00
C 1.75179 1.63469 -4.06874 0.00 -0.06 0.00
C 2.37088 2.79599 -4.51534 0.02 -0.04 0.01
C 1.68258 4.00081 -4.57122 -0.04 0.04 0.00
C 0.35322 4.07592 -4.17745 0.04 0.00 -0.02
C -0.28802 2.93412 -3.72607 -0.01 0.01 0.01
C 0.40768 1.72492 -3.68878 0.00 0.19 0.00
Sb -0.65609 0.01701 -3.15722 0.02 -0.11 0.14
C -2.60009 0.53221 -2.60915 -0.15 0.05 0.11
C -3.62668 0.10406 -3.45179 0.01 -0.05 -0.05
C -4.93423 0.47685 -3.18421 0.02 -0.03 -0.04
C -5.20476 1.25192 -2.06775 -0.05 0.02 0.02
C -4.18300 1.64084 -1.21069 -0.02 -0.01 -0.02
C -2.86366 1.28239 -1.45332 0.02 0.00 -0.09
C -1.78047 1.68253 -0.49435 0.08 0.14 0.01
C -0.71531 -1.41058 -4.68650 -0.09 -0.02 -0.14
C -0.51471 -2.74672 -4.34814 0.04 -0.05 0.06
C -0.57219 -3.72459 -5.32649 0.00 0.02 -0.01
C -0.83306 -3.35540 -6.63824 0.00 -0.02 0.00
C -1.03900 -2.02446 -6.96569 0.01 0.04 0.02
C -0.98349 -1.01772 -6.00353 0.00 -0.05 -0.03
C -1.21430 0.41394 -6.39993 -0.01 0.05 -0.03
H 3.54155 0.46798 -4.30452 0.00 -0.01 -0.01
H 2.06837 -0.40675 -4.70333 -0.01 -0.01 -0.03
H 2.49111 -0.10056 -3.01396 -0.02 0.01 -0.01
H 3.40511 2.75737 -4.83356 0.01 -0.01 0.00
H 2.18883 4.88637 -4.93123 0.00 0.01 0.00
H -0.18259 5.01327 -4.23444 -0.01 0.01 0.01
H -1.33362 2.98427 -3.44437 -0.01 -0.02 0.04
H -3.40902 -0.51064 -4.31832 -0.01 0.00 0.00
H -5.73388 0.16358 -3.84097 0.01 -0.01 -0.01
H -6.22304 1.54905 -1.85435 0.00 0.00 0.01
H -4.42219 2.22944 -0.33313 0.03 0.01 0.01
H -2.21387 2.05741 0.43284 0.02 0.04 -0.12
H -1.13818 2.46958 -0.89722 0.02 0.03 -0.07
H -1.14608 0.83113 -0.23374 0.01 0.04 -0.06
H -0.31256 -3.03400 -3.32167 0.00 0.01 0.01
H -0.41946 -4.76381 -5.07043 0.00 -0.01 0.01
H -0.88439 -4.10829 -7.41316 0.00 -0.01 0.00
H -1.25430 -1.75445 -7.99180 0.00 0.01 0.00
H -1.62319 0.46755 -7.40646 0.00 0.02 0.00
H -0.28614 0.98892 -6.38869 0.01 0.00 -0.01
H -1.92518 0.91689 -5.73720 0.01 0.00 0.01
```
Positions in Å, forces in eV/Å.

Summary:
charge = +3
Kohn-Sham gap (alpha / beta) = 7.4 / 5.7 eV
spin multiplicity = 2

These are the Mulliken partial charges, in e, on atoms 1 to 99: -0.48, -1.02, 0.70, -1.82, 0.14, 1.20, -0.07, -0.72, 1.17, -0.11, -1.90, 0.03, -0.73, 1.05, 0.91, 0.08, -1.66, 0.91, -1.26, 0.15, 0.72, -0.18, -1.47, 0.64, -1.30, -1.06, 0.57, 0.19, -0.17, 0.58, 0.53, 0.87, 0.64, 0.47, 0.29, -0.56, 0.67, 0.61, 0.38, 0.44, 0.11, 0.55, 0.49, 0.34, 0.35, 0.29, 0.02, 0.44, 0.87, -1.16, -0.49, -1.18, -0.07, 0.19, 0.54, -0.83, -0.78, -1.09, -0.35, 0.27, 0.60, 0.47, 0.52, 0.77, 0.49, 0.48, 0.58, 0.36, -1.27, -0.07, -0.65, -0.77, -0.90, -0.95, 1.62, 1.13, 1.27, -1.10, -0.92, -0.90, -0.31, -0.07, -0.04, 1.03, -0.90, -0.75, -0.76, -0.83, 0.67, -1.13, 0.49, 0.33, 0.03, 0.46, 0.44, 0.48, 0.54, 0.51, 0.50


DFT (ωB97M-V/def2-TZVPD) results for 3 unconnected molecules or ions with the total composition CH4F3N4O.

```
13
Properties=species:S:1:pos:R:3:forces:R:3
C -4.55416 0.22550 0.08929 -2.45 0.94 -0.02
N -0.53526 0.16474 0.14536 -1.00 1.93 0.71
N -3.91546 -0.81665 0.13624 0.25 -2.68 0.19
N -5.07430 1.14848 -0.50924 -0.40 1.36 -0.85
N 0.04508 -0.85740 -0.23850 2.13 0.64 -0.99
O -1.82110 0.36548 0.10141 2.40 0.59 0.01
F -4.59592 -2.06458 0.22580 0.53 1.97 0.04
F -5.52533 2.35284 -0.06322 0.57 -1.46 0.51
F 2.30582 0.55512 0.07946 0.22 2.42 -1.01
H -2.58495 -0.23670 -0.22885 1.13 -1.65 0.17
H 2.36800 1.47874 -0.26072 -0.07 -2.45 0.95
H -0.41448 -1.56216 -0.74346 -1.04 -1.61 -0.76
H 1.12976 -0.73470 -0.39758 -2.28 0.01 1.04
```
Positions in Å, forces in eV/Å.

Summary:
charge = +1
Kohn-Sham gap = 10.2 eV

Which charges does Mulliken predict for the atoms? In e, they are: 0.48, 0.18, -0.23, -0.05, -0.07, -0.31, -0.13, -0.05, -0.44, 0.53, 0.44, 0.27, 0.39


Taking the records one at a time from the top gives F_max values of 0.32; 2.70 eV/A.